Version one
{"formula": "C5H13NO", "method": "ωB97M-V/def2-TZVPD", "species": ["C", "N", "C", "C", "C", "C", "H", "H", "H", "H", "H", "H", "H", "H", "H", "H", "H", "H", "H", "O"], "coordinates": [[1.86396, -1.65767, 0.06413], [1.04628, -0.51871, 0.48103], [-0.28450, -0.41551, 0.09719], [-1.12976, -1.28792, 0.77355], [-2.58983, -1.22549, 0.69408], [-0.65811, 0.67957, -0.77837], [2.91072, -1.37885, 0.01499], [1.94087, -2.33386, 0.93934], [1.52474, -2.22061, -0.79567], [1.54052, 0.36650, 0.42633], [-0.58348, -2.06096, 1.30636], [-2.92906, -2.20267, 0.33063], [-3.08017, -1.34044, 1.67061], [-2.84254, -0.42969, 0.00495], [-1.48284, 1.32752, -0.43294], [-1.02367, 0.27882, -1.73439], [0.04614, 1.48287, -1.00337], [1.24071, 3.91307, -0.75697], [2.42107, 4.70368, -0.25123], [2.06896, 4.32035, -1.05025]], "charge": 1, "gap_ev": [10.55, 7.31], "spin_multiplicity": 2}



Version two
{"formula": "C5H13NO", "method": "ωB97M-V/def2-TZVPD", "species": ["C", "N", "C", "C", "C", "C", "H", "H", "H", "H", "H", "H", "H", "H", "H", "H", "H", "H", "H", "O"], "coordinates": [[1.30910, 1.17908, 0.73245], [2.46321, 0.31401, 0.78731], [-2.08760, 0.26380, 1.36181], [-0.81090, -1.29243, -0.90925], [-1.69837, -0.11548, -1.09082], [-2.16489, 0.59146, 0.03614], [0.74384, 1.24632, 1.69651], [0.60829, 0.73089, 0.00447], [1.52098, 2.22221, 0.40024], [2.34498, -0.56076, -0.36134], [-2.50848, 0.95428, 2.07725], [-1.73142, -0.73011, 1.68660], [-0.19677, -1.53648, -1.84693], [-1.34690, -2.24488, -0.62096], [-0.04215, -1.07688, -0.15372], [-1.96227, 0.29607, -2.03196], [-2.71008, 1.55105, -0.21826], [3.25949, 0.84566, 1.14189], [2.95222, -1.48275, -1.48009], [2.05773, -1.15507, -1.21133]], "charge": 1, "gap_ev": [6.38, 6.34], "spin_multiplicity": 2}



Version three
{"formula": "C5H13NO", "method": "ωB97M-V/def2-TZVPD", "species": ["C", "C", "C", "C", "C", "N", "H", "H", "H", "H", "H", "H", "H", "H", "H", "H", "H", "H", "H", "O"], "coordinates": [[-0.12508, 1.02885, -0.84865], [-0.53292, 0.01765, 0.20034], [0.53069, -0.17231, 1.24455], [1.78921, -0.87012, 0.59994], [2.16434, -0.17499, -0.63628], [-1.76811, 0.57740, 0.83171], [-0.71950, 1.14433, -1.73816], [1.00553, 0.62653, -0.96724], [-0.05961, 2.02361, -0.43580], [-0.91684, -0.92302, -0.19119], [0.85224, 0.78810, 1.62794], [0.18075, -0.75180, 2.07170], [1.50632, -1.87345, 0.36024], [3.03757, 0.47854, -0.68828], [2.18406, -0.83420, -1.51027], [2.47877, -0.89047, 1.39742], [-2.13853, -0.08746, 1.50177], [-2.48922, 0.59821, 0.10135], [-3.95305, -0.38460, -1.60305], [-3.02661, -0.32078, -1.31802]], "charge": 1, "gap_ev": [6.96, 6.85], "spin_multiplicity": 2}



Version four
{"formula": "C5H13NO", "method": "ωB97M-V/def2-TZVPD", "species": ["C", "C", "C", "C", "N", "C", "O", "H", "H", "H", "H", "H", "H", "H", "H", "H", "H", "H", "H", "H"], "coordinates": [[-1.04537, 0.28463, -1.43206], [-0.35024, 0.05840, -0.00125], [-1.36756, 0.60337, 1.03190], [-2.63835, -0.35312, 1.12861], [0.96053, 0.73943, 0.00531], [2.11355, -0.05432, 0.20241], [2.46600, -1.10012, -0.86668], [-0.22347, 0.06279, -2.18980], [-1.89547, -0.32152, -1.41058], [-1.40382, 1.40686, -1.50913], [-0.24185, -1.05532, 0.10123], [-1.69848, 1.62418, 0.71855], [-0.82236, 0.72418, 2.04152], [-2.59243, -1.40516, 1.06376], [-3.20770, -0.12181, 2.02207], [-3.35787, 0.03506, 0.35818], [0.93780, 1.24109, -0.92656], [1.91528, -0.57332, 1.10856], [3.04271, 0.55882, 0.21601], [2.82384, -1.78470, -0.27522]], "charge": 1, "gap_ev": [12.87, 6.87], "spin_multiplicity": 2}



Which is most stable? The ranking, best first, is version one, version four, version two, version three.



Version one
{"formula": "C5H8", "method": "ωB97M-V/def2-TZVPD", "species": ["C", "C", "C", "C", "C", "H", "H", "H", "H", "H", "H", "H", "H"], "coordinates": [[-0.25797, 1.10595, 0.07028], [0.62026, 0.07312, 0.06845], [-1.57576, 0.46980, -0.00031], [-1.28521, -1.01635, 0.01505], [2.10649, -0.29680, -0.04036], [-0.24004, 2.11944, -0.19704], [-2.24072, 0.92247, 0.80175], [-1.91860, 0.83669, -0.92472], [-1.06850, -1.64478, -0.77169], [-1.54725, -1.36292, 0.96318], [2.47732, 0.13297, 0.87963], [2.63463, -0.00061, -0.90833], [2.29535, -1.33898, 0.04412]], "charge": 0, "gap_ev": 8.97}



Version two
{"formula": "C5H8", "method": "ωB97M-V/def2-TZVPD", "species": ["C", "C", "C", "C", "C", "H", "H", "H", "H", "H", "H", "H", "H"], "coordinates": [[1.66365, -0.61928, -0.02040], [0.39940, 0.12086, -0.05080], [0.29087, 1.46515, 0.06391], [-0.82606, -0.69068, 0.03038], [-2.15271, -0.13330, 0.00106], [2.50599, 0.22412, -0.28756], [1.98054, -1.12298, 1.02928], [1.65917, -1.43308, -0.77650], [1.34791, 1.93945, 0.01008], [-0.67961, 1.97286, 0.05133], [-0.58818, -1.87630, 0.10923], [-2.90047, -1.04031, 0.03993], [-2.70050, 1.19348, -0.19994]], "charge": 0, "gap_ev": 9.05}



Version three
{"formula": "C5H8", "method": "ωB97M-V/def2-TZVPD", "species": ["C", "C", "C", "C", "C", "H", "H", "H", "H", "H", "H", "H", "H"], "coordinates": [[-3.29662, 0.39141, -0.03695], [-2.93729, 0.13235, -1.12957], [0.72311, 0.83320, 0.47500], [1.96585, -1.27820, 0.03952], [0.75989, -0.61699, 0.43094], [-3.47698, 0.71394, 0.89094], [1.28050, 1.33598, -0.26277], [1.18598, 1.30254, 1.46556], [-0.36737, 1.07294, 0.37913], [2.84484, -0.91711, 0.65343], [1.82199, -2.36607, 0.13599], [2.19430, -0.94044, -0.92003], [-2.69820, 0.33645, -2.12120]], "charge": 0, "gap_ev": [8.04, 8.07]}



Version four
{"formula": "C5H8", "method": "ωB97M-V/def2-TZVPD", "species": ["C", "C", "C", "C", "C", "H", "H", "H", "H", "H", "H", "H", "H"], "coordinates": [[1.39706, -0.40241, 1.56960], [0.23939, -0.90173, 1.17215], [-0.72170, -0.25222, 0.21563], [-0.07337, 0.54569, -0.90774], [-0.71310, 0.86808, -2.01683], [2.13277, -0.84196, 2.22957], [1.61960, 0.63746, 1.34840], [-0.06801, -1.86650, 1.57172], [-1.38273, -0.97352, -0.26787], [-1.35429, 0.43357, 0.77655], [0.95079, 0.84304, -0.68699], [-0.37344, 1.54405, -2.78578], [-1.65298, 0.36646, -2.21842]], "charge": 0, "smiles": "C=CCC=C", "gap_ev": 10.73}



Which is most stable? The ranking, best first, is version four, version two, version one, version three.



Version one
{"formula": "C5H8", "method": "ωB97M-V/def2-TZVPD", "species": ["C", "C", "C", "C", "C", "H", "H", "H", "H", "H", "H", "H", "H"], "coordinates": [[-1.81599, 0.52891, 0.35504], [-1.12968, -0.61136, 0.11906], [0.27296, -1.02756, 0.45924], [0.92665, -0.26703, -0.49680], [1.53526, 1.07425, -0.29400], [-2.74042, 0.64248, -0.20373], [-1.61906, 1.28463, 1.10020], [-1.78217, -1.41842, -0.20073], [0.49736, -2.06920, 0.66036], [1.42207, -0.69006, -1.39169], [2.62332, 1.01786, -0.26580], [1.10170, 1.71909, 0.45908], [1.42328, 1.59193, -1.26717]], "charge": 0, "smiles": "C=C/C=C/C", "gap_ev": 7.42}



Version two
{"formula": "C5H8", "method": "ωB97M-V/def2-TZVPD", "species": ["C", "C", "C", "C", "C", "H", "H", "H", "H", "H", "H", "H", "H"], "coordinates": [[-2.09228, -1.02740, -0.35987], [-0.94605, -0.34387, -0.33938], [-0.02291, -0.22801, 0.77475], [1.15514, 0.37360, 0.68413], [1.71118, 1.05570, -0.54007], [-2.40664, -1.65890, 0.50074], [-2.76878, -1.04040, -1.23298], [-0.76887, 0.31814, -1.22142], [-0.27526, -0.70770, 1.69871], [1.81860, 0.41539, 1.53796], [1.17466, 2.04186, -0.75017], [2.80431, 1.30038, -0.43821], [1.59151, 0.35115, -1.41201]], "charge": 0, "smiles": "C=C/C=C\\C", "gap_ev": 9.80}



Which is most stable? The ranking, best first, is version two, version one.



Version one
{"formula": "C5H8", "method": "ωB97M-V/def2-TZVPD", "species": ["C", "C", "C", "C", "C", "H", "H", "H", "H", "H", "H", "H", "H"], "coordinates": [[2.68548, 0.12530, -0.39818], [1.30745, -0.08487, 0.04493], [0.17408, -0.26257, 0.41549], [-1.23987, -0.41666, 0.77164], [-2.13378, 0.25814, -0.27345], [3.39629, -0.05660, 0.41898], [2.93753, -0.54727, -1.22673], [2.83522, 1.15422, -0.74371], [-1.49036, -1.48169, 0.84941], [-1.42027, 0.01867, 1.76225], [-1.89504, 1.32388, -0.34190], [-3.19372, 0.15492, -0.01906], [-1.96300, -0.18548, -1.25969]], "charge": 0, "smiles": "CC#CCC", "gap_ev": 10.46}



Version two
{"formula": "C5H8", "method": "ωB97M-V/def2-TZVPD", "species": ["C", "C", "C", "C", "C", "H", "H", "H", "H", "H", "H", "H", "H"], "coordinates": [[-1.67853, 0.05293, -1.14895], [-0.46792, 0.53741, -1.24209], [0.79263, 0.68743, -0.93460], [1.23093, -0.02957, 0.34199], [0.04477, -0.36991, 1.25809], [-1.84844, -0.96832, -1.47665], [-2.48211, 0.55934, -0.61968], [1.52595, 1.22048, -1.53535], [1.75438, -0.94544, 0.03412], [1.96529, 0.57708, 0.88009], [-0.33047, -1.38661, 1.09923], [0.27119, -0.24104, 2.31609], [-0.77768, 0.30623, 1.02771]], "charge": 0, "smiles": "C=C=CCC", "gap_ev": 10.54}



Version three
{"formula": "C5H8", "method": "ωB97M-V/def2-TZVPD", "species": ["C", "C", "C", "C", "C", "H", "H", "H", "H", "H", "H", "H", "H"], "coordinates": [[-1.78670, 0.79845, -0.09808], [-1.05942, -0.37915, -0.69438], [0.20533, -0.74317, -0.58773], [0.98507, -0.04382, 0.44007], [2.29826, -0.15134, 0.57995], [-0.72498, 1.65434, 0.54646], [-2.53043, 1.45256, -1.17152], [-2.53152, -0.09185, 0.91252], [-1.77459, -1.08722, -1.24623], [0.55461, -1.59439, -1.18992], [0.38629, 0.51733, 1.27958], [3.04228, -0.79844, -0.06287], [2.93580, 0.46671, 1.29213]], "charge": 0, "gap_ev": 9.06}



Version four
{"formula": "C5H8", "method": "ωB97M-V/def2-TZVPD", "species": ["C", "C", "C", "C", "C", "H", "H", "H", "H", "H", "H", "H", "H"], "coordinates": [[-0.70322, 1.26199, -2.06813], [-0.62918, 1.00819, -0.62983], [-0.44201, 0.61000, 0.49299], [-0.02851, -0.25926, 1.60132], [0.90992, -1.32946, 1.00126], [-0.07010, 0.51281, -2.55975], [-1.71953, 1.14207, -2.45571], [-0.33013, 2.25193, -2.34871], [0.48205, 0.29766, 2.39420], [-0.90756, -0.72410, 2.06255], [0.68945, -1.44868, -0.06320], [0.79397, -2.30232, 1.48465], [1.95484, -1.02084, 1.08836]], "charge": 0, "smiles": "CC#CCC", "gap_ev": 10.39}



Which is most stable? The ranking, best first, is version one, version four, version two, version three.